C24H34N3O3PSbSe4V as an isolated structure in a non-equilibrium geometry, computed with ωB97M-V/def2-TZVPD.

XYZ file:
```
71
Properties=species:S:1:pos:R:3:forces:R:3
V -0.1946 -0.9325 0.5421 1.008 -1.410 2.057
C -1.1573 0.5698 3.7480 0.072 -0.061 0.106
N -1.5495 0.4099 2.3471 -0.026 0.181 -0.776
C -1.5969 1.7282 1.6815 0.065 0.110 0.044
C -0.2543 2.4746 1.5285 -0.035 -0.072 -0.063
C 1.0684 1.7147 1.5281 -0.086 0.055 -0.018
N 1.2470 0.6074 0.5787 -0.454 -0.386 0.115
C 2.4383 0.3757 0.1817 0.118 -0.268 -0.045
C 2.9569 -0.8735 -0.3615 -0.121 0.241 -0.082
C 4.3443 -1.0085 -0.4650 0.067 -0.096 -0.081
C 4.9120 -2.1931 -0.8894 -0.004 0.105 0.021
C 4.0917 -3.2604 -1.2417 -0.057 -0.057 -0.039
C 2.7150 -3.1558 -1.1634 0.165 0.029 0.045
C 2.1522 -1.9712 -0.7083 -0.047 0.077 0.070
O 0.8192 -1.8827 -0.6139 -0.777 1.167 0.242
C -2.9106 -0.1582 2.2996 -0.111 -0.011 -0.066
C -3.0898 -1.5424 2.9201 -0.013 0.065 0.091
C -2.2387 -2.6702 2.3176 0.138 0.005 0.045
N -1.7679 -2.2737 1.0011 0.397 0.026 -0.417
C -2.1888 -2.8459 -0.0563 -0.188 0.275 -0.510
C -1.9850 -2.2700 -1.3885 -0.293 0.324 0.044
C -2.2251 -3.0308 -2.5339 0.054 -0.229 0.006
C -2.2330 -2.4623 -3.7904 0.023 -0.052 0.058
C -2.0548 -1.0863 -3.9114 -0.060 0.077 0.067
C -1.8562 -0.2962 -2.7962 0.078 0.085 -0.213
C -1.7786 -0.8686 -1.5316 -0.265 -0.207 0.496
O -1.5598 -0.0900 -0.4550 0.361 -0.378 -0.651
H -1.9366 1.1158 4.2958 -0.009 -0.005 -0.015
H -0.2264 1.1141 3.8442 0.046 0.019 0.000
H -1.0015 -0.3947 4.2265 -0.024 -0.026 0.021
H -2.2883 2.3878 2.2257 0.012 -0.034 0.065
H -2.0234 1.5663 0.6975 -0.011 0.034 0.016
H -0.1427 3.1904 2.3464 -0.026 0.025 -0.018
H -0.3278 3.0504 0.6033 0.012 0.035 0.027
H 1.2386 1.2758 2.5173 0.052 0.018 -0.021
H 1.8760 2.4358 1.3754 -0.012 0.016 -0.045
H 3.1974 1.1354 0.3722 -0.020 0.022 0.024
H 4.9755 -0.1755 -0.1814 -0.002 0.001 0.021
H 5.9868 -2.2947 -0.9346 0.003 0.005 -0.009
H 4.5344 -4.1897 -1.5755 -0.002 -0.007 0.021
H 2.0651 -3.9820 -1.4153 -0.008 0.005 -0.014
H -3.2239 -0.1729 1.2555 0.031 -0.016 0.005
H -3.5935 0.5219 2.8287 0.030 0.037 -0.002
H -4.1468 -1.7856 2.7910 -0.008 0.017 0.021
H -2.9050 -1.5061 3.9940 -0.038 -0.032 0.004
H -2.8179 -3.5933 2.2407 -0.021 0.006 -0.032
H -1.3751 -2.8757 2.9523 0.010 0.027 -0.016
H -2.8116 -3.7400 0.0160 0.012 -0.013 0.012
H -2.3946 -4.0959 -2.4208 -0.040 0.007 -0.009
H -2.3964 -3.0739 -4.6664 0.002 -0.009 0.003
H -2.0843 -0.6257 -4.8909 0.001 0.001 -0.004
H -1.7152 0.7728 -2.8684 0.045 -0.014 0.004
C -1.0107 3.9742 -2.6339 -0.051 0.047 -0.008
P 0.5661 3.1027 -2.6031 0.082 -0.098 0.046
C 1.0345 2.8880 -4.3282 0.018 -0.009 -0.046
C 1.7429 4.2956 -1.9392 0.022 0.046 0.019
O 0.5301 1.8273 -1.8381 -0.047 0.141 -0.111
H -0.9165 4.9515 -3.1086 -0.008 -0.004 -0.012
H -1.3586 4.1064 -1.6088 -0.007 -0.001 -0.004
H -1.7485 3.3837 -3.1777 -0.001 -0.009 0.014
H 1.0254 3.8313 -4.8749 -0.008 0.003 0.001
H 0.3426 2.1880 -4.7974 -0.001 0.007 -0.004
H 2.0357 2.4583 -4.3666 -0.005 -0.005 -0.008
H 1.7857 5.2024 -2.5433 -0.002 0.003 0.001
H 2.7314 3.8364 -1.9121 -0.001 0.002 0.004
H 1.4510 4.5588 -0.9216 0.010 -0.006 0.003
Se 0.4301 -3.6046 5.5372 -0.577 0.114 -0.094
Sb 1.9275 -1.9153 4.7953 1.967 -0.838 1.239
Se 4.0277 -2.9081 4.0156 -0.793 0.547 -0.016
Se 1.9694 0.3505 5.5279 -0.110 0.204 -0.079
Se 0.8672 -1.5961 2.3807 -0.528 0.146 -1.551
```
Positions in Å, forces in eV/Å.

Results
Relative energy (zero: lowest compared OMol25 entry of this formula, charge and spin) = 0.00 kJ/mol
Electronic energy = -338952.8246 eV